48
Properties=species:S:1:pos:R:3 method="wB97M-V/def2-TZVPD" homo_lumo_gap_ev=9.06 e_tot_ev=-121889.7017 smiles="COc1cccc(CNC(=O)C2CCN(S(=O)(=O)c3ccc(Br)s3)CC2)c1" e_homo_ev=-8.67 multiplicity=1 max_force_ev_per_a=1.0 lumo_ha=0.01432 de_lowest_kcal_mol=1.46
C -0.318 -3.493 6.407
O -0.617 -2.131 6.219
C -0.141 -1.503 5.109
C -0.461 -0.150 4.992
C -0.024 0.576 3.904
C 0.737 -0.031 2.919
C 1.058 -1.376 3.023
C 1.840 -2.038 1.918
N 1.047 -2.106 0.705
C 1.256 -1.287 -0.350
O 2.220 -0.555 -0.428
C 0.167 -1.399 -1.418
C 0.620 -0.820 -2.762
C 0.746 0.703 -2.701
N -0.451 1.340 -2.189
S -1.669 1.509 -3.314
O -2.870 1.866 -2.623
O -1.719 0.447 -4.278
C -1.073 2.949 -4.166
C -0.649 3.056 -5.455
C -0.236 4.362 -5.788
C -0.362 5.209 -4.727
Br 0.069 7.025 -4.707
S -0.988 4.432 -3.309
C -0.863 0.836 -0.897
C -1.102 -0.672 -0.942
C 0.615 -2.113 4.114
H -0.734 -4.112 5.605
H -0.785 -3.769 7.351
H 0.762 -3.662 6.475
H -1.051 0.306 5.771
H -0.274 1.623 3.825
H 1.090 0.535 2.070
H 2.726 -1.448 1.667
H 2.147 -3.048 2.205
H 0.194 -2.642 0.753
H -0.060 -2.463 -1.552
H 1.586 -1.242 -3.039
H -0.116 -1.079 -3.525
H 0.924 1.106 -3.700
H 1.576 0.979 -2.046
H -0.646 2.221 -6.131
H 0.132 4.661 -6.753
H -1.780 1.361 -0.629
H -0.078 1.084 -0.178
H -1.409 -1.023 0.046
H -1.911 -0.869 -1.650
H 0.875 -3.158 4.178